Entry from the OMol25 dataset: a 2-piece molecular cluster, C12H17N overall in a non-equilibrium geometry (ωB97M-V with the def2-TZVPD basis set).

## Properties
Spin multiplicity: 2
Charge: +1
ΔE to the lowest compared entry with this formula, charge and spin (eV): 1.1177
Kohn-Sham gap (spin up / spin down) (Eh): 0.3443 / 0.2332

Element x y z (Å)
H1 1.8253 -0.7217 -3.0709
C1 0.7519 -2.0284 1.5079
C2 -1.2442 -0.1257 -1.8369
H2 2.5175 -2.4960 0.3942
H3 2.7710 -2.9044 2.0090
C3 1.1060 -0.7735 2.2903
C4 1.3127 0.6917 -1.5728
H4 -2.2502 -0.5456 -1.9027
H5 -3.5502 2.7520 0.2823
C5 -0.8698 2.7819 0.3381
C6 1.0614 -0.4025 -2.3649
H6 -0.6783 -1.6686 -3.0655
N1 0.3728 2.5823 -0.1882
H7 2.1071 -0.3756 2.1704
C7 0.3447 1.3913 -0.9125
H8 1.8136 -3.9816 1.1740
C8 -0.2758 -0.8289 -2.5133
H9 1.2038 2.9348 0.2772
H10 -3.5977 0.9670 0.5117
H11 2.3315 1.0693 -1.4403
C9 -1.0269 0.9381 -0.9447
H12 0.9726 -0.8745 3.3747
C10 -1.7638 1.8447 -0.2043
H13 -3.6819 1.8228 -1.1597
H14 0.4191 0.0437 2.1237
C11 -3.2926 1.7723 -0.1475
H15 0.0261 -2.6846 1.9905
C12 1.9702 -2.9077 1.2455
H16 0.2662 -1.8248 0.5490
H17 -0.9420 3.5520 1.0855



Entry from the OMol25 dataset: C4H6HgLiO as an isolated structure in a non-equilibrium geometry (ωB97M-V with the def2-TZVPD basis set).

## Properties
Spin multiplicity: 3
Charge: +1
ΔE to the lowest compared entry with this formula, charge and spin (eV): 0.0000
Kohn-Sham gap (spin up / spin down) (Eh): 0.2308 / 0.2938

Element x y z (Å)
C1 -0.7968 -0.7996 -1.4660
C2 -0.0400 0.6377 1.2719
Hg1 1.0159 -1.8959 0.2888
O1 0.2263 -0.6134 1.6616
H1 0.0805 2.1585 -0.2207
C3 0.0729 0.2125 -1.4009
H2 0.7188 0.4574 -2.2497
Li1 -0.0757 -1.2229 3.3963
H3 -1.4498 -1.0446 -0.6203
C4 0.4445 1.1416 -0.0175
H4 -0.8418 1.1820 1.7870
H5 -0.9033 -1.3975 -2.3748
H6 1.5484 1.1842 -0.0556



Entry from the OMol25 dataset: C92H59BIN2O15 as an isolated structure in a non-equilibrium geometry (ωB97M-V with the def2-TZVPD basis set).

## Properties
Charge: +1
ΔE to the lowest compared entry with this formula, charge and spin (eV): 11.1619
Kohn-Sham gap (Eh): 0.1803

Element x y z (Å)
O1 -10.9340 -5.2446 -4.3661
H1 -4.9603 -5.9983 -3.6204
H2 -1.5213 1.5143 8.7988
H3 -0.9440 -0.9165 13.0947
C1 7.6668 -6.7852 -8.9493
O2 0.2869 5.7385 1.1783
O3 -6.0533 -4.0537 -0.2937
C2 -1.3562 -1.0833 10.9882
H4 -4.5761 -1.0910 -3.8427
O4 1.8703 9.4657 6.8638
H5 -5.9845 -5.9785 1.3099
H6 3.6630 14.8769 6.3117
C3 4.8000 -5.7015 -5.0374
C4 -0.4738 4.9879 6.0638
H7 2.2713 8.0874 2.2290
H8 1.9649 8.2439 4.6814
C5 -0.9292 1.1302 1.2067
O5 -1.3165 1.4683 3.9537
O6 -6.9615 -4.9942 -7.9249
C6 -0.3268 3.4721 1.1322
H9 8.6698 -6.1678 -12.6488
C7 -2.8171 -5.8423 -2.0976
H10 4.8666 -2.4645 -1.8352
C8 -4.2147 -2.0515 -3.4821
C9 -9.2782 -4.9212 -7.5457
O7 -0.1528 -1.3673 -2.9527
H11 8.3634 -0.3874 -3.6155
C10 3.0134 11.3816 2.6525
C11 -0.1734 3.3841 -0.2576
C12 -5.0784 -4.5771 -0.8189
C13 2.0020 -1.4507 -4.6752
C14 2.9971 12.8191 6.1971
C15 5.6677 -5.1412 -7.6342
H12 -1.7576 -0.9500 8.8744
H13 -0.1681 5.8993 15.4051
C16 2.2677 10.4375 6.2313
C17 -7.8759 -5.0821 -7.1135
N1 6.6341 -1.1473 -2.3720
C18 7.0847 -5.7386 -9.6634
C19 -3.2965 -4.5247 -2.5603
O8 3.4737 13.7360 4.0884
H14 0.2307 7.0152 5.8624
H15 -1.1311 2.9399 5.9692
C20 -10.0251 -5.2148 -5.1866
C21 -5.1506 -6.4623 0.8039
O9 -0.5380 1.1608 14.4298
H16 -0.2970 7.1028 13.2362
O10 5.6206 -3.9033 -9.6296
H17 -3.2377 -9.2707 1.0023
C22 -9.5642 -4.6956 -8.8987
C23 2.4679 10.3475 4.7713
H18 2.0556 10.9374 8.8793
C24 3.3084 14.0098 6.8666
I1 -0.8401 0.4849 -3.3738
C25 -0.5786 5.3063 12.0793
H19 3.4175 15.0127 8.7725
H20 1.7213 -1.6963 -7.1003
H21 -11.1090 -4.4047 -10.3735
H22 -0.2664 2.1008 -1.9867
C26 -0.7586 1.0403 -0.1757
H23 4.2753 -3.4839 -7.5616
H24 -12.4628 -4.9695 -6.3328
C27 -0.9449 3.1676 10.8606
H25 0.4763 6.8795 3.4016
H26 5.2501 1.8980 -2.6536
N2 4.9744 -0.4273 -5.5720
C28 2.8599 11.4695 4.0423
C29 2.7964 10.1661 2.0020
H27 -6.7969 -6.0158 -1.9483
H28 4.4568 -5.9270 -4.0300
C30 -1.3914 0.9891 9.7438
C31 -0.5954 3.2330 13.3272
H29 5.7524 -2.9524 -3.4322
C32 -8.6232 -5.3955 -4.7574
H30 6.5748 -3.3209 -1.7728
H31 5.9353 -0.1056 -5.8977
H32 -0.3410 3.4297 15.4679
H33 -8.7578 -4.6171 -9.6259
O11 -1.0302 3.7618 9.7929
H34 -9.1368 -5.6408 -2.6682
H35 7.5444 -2.0101 -4.2553
C33 -4.4037 -3.9262 -1.9604
H36 3.5125 -3.9867 -5.2599
C34 0.1217 6.0123 3.9565
C35 6.2150 -6.2167 -6.9363
C36 5.9271 -2.4972 -2.3436
C37 3.1702 14.0888 8.2541
H37 6.1889 -7.3462 -5.0884
C38 6.0913 -4.8563 -9.0194
C39 -0.0541 4.7515 1.8184
C40 -11.9287 -4.6812 -8.3988
H38 -1.7620 -4.3315 -4.0749
H39 3.3060 12.2567 2.0750
C41 -3.4788 -6.4837 -0.9443
C42 -0.0166 6.0914 5.3440
C43 -10.3162 -5.0066 -6.6191
H40 9.1024 -8.4053 -9.0040
C44 -4.6714 -7.6848 1.2796
C45 2.5593 11.7104 6.9198
H41 6.9850 -4.7112 -11.5662
H42 4.3481 -0.7860 -7.7972
C46 -3.0089 -7.7172 -0.4743
O12 -1.8782 -6.3933 -2.6606
O13 7.7709 -7.9754 -6.9274
C47 -0.3837 6.0188 13.2634
C48 -5.9860 -5.8209 -3.9360
C49 4.2676 -4.6138 -5.7290
C50 7.8481 -1.3904 -3.2817
C51 -6.2683 -5.5767 -5.2810
C52 -0.1897 4.8217 3.2870
C53 4.6990 -4.3319 -7.0260
C54 -4.5562 -5.8627 -0.3142
C55 -4.8711 -2.6918 -2.4301
C56 8.3963 -6.3366 -11.6096
H43 -5.7432 -2.2249 -1.9757
C57 -2.6357 -3.8767 -3.6110
C58 0.5519 -1.9733 -4.1119
H44 -2.5731 -2.1336 -4.8773
H45 0.1193 4.2593 -0.8351
C59 -0.9497 1.0185 12.1219
H46 -0.5885 5.0514 7.1437
C60 -0.3073 5.3429 14.4809
H47 -1.4526 -2.1665 11.0184
H48 2.5982 13.0489 10.0538
H49 2.9203 10.0983 0.9234
C61 8.9965 -7.3680 -10.8879
C62 -10.8888 -4.5759 -9.3220
H50 -0.6428 5.8410 11.1333
C63 -0.6275 3.7129 4.0097
C64 -0.6964 3.9107 12.1128
C65 -3.6065 -8.3149 0.6364
C66 -0.3904 2.1686 -0.9081
H51 -2.1748 -8.2127 -0.9683
C67 3.9840 -0.8326 -6.6691
C68 2.4074 11.7963 8.3101
H52 -5.1310 -8.1460 2.1510
H53 -1.2219 0.2465 1.7713
H54 9.7442 -8.0004 -11.3616
C69 2.2576 9.1277 4.1168
H55 -5.4570 -5.5623 -6.0070
O14 6.0976 1.3548 -2.6925
C70 2.4637 -1.3802 -6.2525
O15 -0.0214 -3.0536 -4.7108
C71 -11.6452 -4.8916 -7.0476
C72 -0.6815 1.7597 13.3701
H56 -12.9615 -4.5975 -8.7301
C73 3.1252 -0.9881 -3.5534
H57 8.5618 -2.1061 -2.6622
C74 -0.7794 3.7988 5.4000
C75 5.7760 -6.5008 -5.6365
C76 -8.3359 -5.6232 -3.4053
H58 2.9689 -1.0064 -2.3921
C77 2.4281 9.0378 2.7344
H59 -0.9154 0.0900 -0.6811
C78 7.4456 -5.5178 -10.9981
C79 -1.0979 1.7000 10.9148
C80 -0.9190 2.4400 3.3212
C81 -1.5245 -0.4005 9.7839
C82 8.6337 -7.5949 -9.5595
C83 2.7129 12.9853 8.9739
C84 -7.5888 -5.3574 -5.6916
C85 -3.0923 -2.6387 -4.0658
C86 -0.4067 3.9510 14.5143
C87 7.2575 -7.0584 -7.5565
C88 -0.7189 2.3500 1.8612
C89 4.6007 -0.5000 -4.0998
B1 5.7893 -0.0668 -3.0217
C90 -1.0693 -0.3771 12.1573
C91 -7.0179 -5.8346 -2.9979
C92 3.1327 12.7489 4.7285



> What is the charge in the first record?

+1